A | DFT (ωB97M-V with the def2-TZVPD basis set) results for one molecule with the formula C3H4N2O.

CARTESIAN COORDINATES (ANGSTROEM)
O  2.387  0.116  0.380
C  1.189  0.226  0.320
C  0.265  -0.900  -0.164
N  -0.963  -0.162  -0.380
C  -0.767  1.086  0.125
N  0.424  1.391  0.529
H  0.765  -1.272  -1.060
H  0.145  -1.721  0.550
H  -1.879  -0.573  -0.465
H  -1.595  1.792  0.151

Properties
HOMO-LUMO gap   10.3360 eV
Structure (SMILES)   O=C1CNC=N1
M   84.1 g/mol
LUMO level   0.628 eV
Charge   0
E_HOMO   -9.708 eV

***

B | DFT (ωB97M-V with the def2-TZVPD basis set) results for one molecule with the formula C3H4N2O.

CARTESIAN COORDINATES (ANGSTROEM)
O  -0.432  -2.123  -0.674
C  -0.227  -0.991  -0.278
C  -1.092  -0.037  0.386
N  -0.304  0.998  0.720
N  0.927  1.034  0.341
C  1.030  -0.143  -0.492
H  0.837  0.198  -1.524
H  -2.122  -0.098  0.696
H  -0.624  1.786  1.277
H  2.007  -0.625  -0.451

Properties
HOMO-LUMO gap (spin up / spin down)   8.6355 / 8.6365 eV
M   84.1 g/mol
LUMO level (spin up / spin down)   0.128 / 0.129 eV
Charge   0
E_HOMO (spin up / spin down)   -8.508 / -8.508 eV

***

C | DFT (ωB97M-V with the def2-TZVPD basis set) results for one molecule with the formula C3H4N2O.

CARTESIAN COORDINATES (ANGSTROEM)
O  -2.067  0.121  -0.161
C  -0.732  0.041  0.001
C  -0.145  -1.208  0.103
N  1.181  -1.124  0.232
N  1.411  0.159  0.251
C  0.320  0.985  0.064
H  -2.287  1.046  -0.227
H  -0.716  -2.112  0.034
H  2.332  0.510  0.450
H  0.702  1.580  -0.748

Properties
HOMO-LUMO gap   9.6524 eV
Structure (SMILES)   Oc1cn[nH]c1
M   84.1 g/mol
LUMO level   0.841 eV
Charge   0
E_HOMO   -8.812 eV

***

D | DFT (ωB97M-V with the def2-TZVPD basis set) results for a 2-piece molecular cluster, C3H4N2O overall.

CARTESIAN COORDINATES (ANGSTROEM)
C  0.900  -0.129  1.901
C  0.060  0.689  1.326
N  -0.727  1.471  0.794
H  1.965  0.044  1.802
H  0.541  -1.050  2.346
H  -0.901  1.232  -0.185
N  -0.846  -0.243  -2.403
C  -0.122  -0.703  -1.545
O  0.649  -1.218  -0.832
H  -1.581  0.442  -2.345

Properties
HOMO-LUMO gap   9.8019 eV
Structure (SMILES)   C=C=N.N=C=O
M   84.1 g/mol
LUMO level   0.610 eV
Charge   0
E_HOMO   -9.192 eV

***

A comes first in stability; the runner-up is 0.0542 hartree higher.

***

A | DFT (ωB97M-V with the def2-TZVPD basis set) results for one molecule with the formula C4H7NOS2.

CARTESIAN COORDINATES (ANGSTROEM)
C  -3.695  0.156  0.100
S  -2.325  -0.812  -0.105
N  -1.077  0.290  0.048
C  0.148  0.048  -0.008
O  1.092  1.055  0.134
C  2.410  0.693  -0.332
C  2.647  -0.807  0.187
S  0.981  -1.559  -0.023
H  -4.285  -0.728  -0.590
H  -3.587  0.901  -0.666
H  -4.082  0.561  1.285
H  2.990  1.409  0.216
H  2.601  0.899  -1.475
H  3.371  -1.764  -0.165
H  2.810  -0.342  1.392

Properties
HOMO-LUMO gap   8.5949 eV
Structure (SMILES)   CS/N=C1/OCCS1
M   149.2 g/mol
LUMO level   0.608 eV
Charge   0
E_HOMO   -7.987 eV

***

B | DFT (ωB97M-V with the def2-TZVPD basis set) results for one molecule with the formula C4H7NOS2.

CARTESIAN COORDINATES (ANGSTROEM)
C  1.375  0.247  0.552
C  -1.059  -0.138  -0.072
C  -0.427  -1.444  -0.565
C  0.190  2.222  -0.087
N  0.215  0.749  0.137
O  2.076  -2.346  0.068
S  0.344  -2.012  2.442
S  1.045  -1.535  0.657
H  -1.563  0.212  -0.989
H  -1.748  0.073  0.778
H  -0.981  -2.300  -0.556
H  -0.025  -1.392  -1.608
H  0.195  2.392  -1.226
H  -0.764  2.564  0.166
H  1.127  2.709  0.303

Properties
HOMO-LUMO gap   9.0502 eV
M   149.2 g/mol
LUMO level   0.150 eV
Charge   0
E_HOMO   -8.900 eV

***

B comes first in stability; the runner-up is 0.0071 hartree higher.

***

A | DFT (ωB97M-V with the def2-TZVPD basis set) results for one molecule with the formula C4H7NOS2.

CARTESIAN COORDINATES (ANGSTROEM)
C  2.562  -0.077  0.547
C  1.605  -0.104  -0.664
C  0.190  0.307  -0.273
S  -0.242  1.848  0.020
S  -0.843  -1.089  -0.069
N  -2.282  -0.478  0.508
C  -3.262  0.070  -0.338
O  -4.234  0.622  0.088
H  2.572  0.940  0.973
H  3.544  -0.414  0.241
H  2.243  -0.761  1.333
H  1.608  -1.097  -1.060
H  1.951  0.581  -1.407
H  -2.426  -0.271  1.494
H  -2.985  -0.077  -1.395

Properties
HOMO-LUMO gap   8.6448 eV
Structure (SMILES)   CCC(=S)SNC=O
M   149.2 g/mol
LUMO level   -0.322 eV
Charge   0
E_HOMO   -8.967 eV

***

B | DFT (ωB97M-V with the def2-TZVPD basis set) results for one molecule with the formula C4H7NOS2.

CARTESIAN COORDINATES (ANGSTROEM)
C  -0.439  1.393  -0.505
C  -0.029  -1.089  0.753
C  -1.482  -0.643  0.229
C  1.015  -0.319  -0.009
N  -1.414  0.771  0.105
O  -0.081  2.443  -1.013
S  2.311  0.443  1.118
S  1.622  -0.908  -1.541
H  0.034  -0.946  1.778
H  0.145  -2.231  0.467
H  -1.809  -0.987  -0.729
H  -2.308  -1.063  0.902
H  -2.361  1.203  -0.012
H  2.583  1.759  0.562
H  2.214  0.175  -2.104

Properties
HOMO-LUMO gap   7.8945 eV
M   149.2 g/mol
LUMO level   0.310 eV
Charge   0
E_HOMO   -7.584 eV

***

A comes first in stability; the runner-up is 0.0949 hartree higher.

***

A | DFT (ωB97M-V with the def2-TZVPD basis set) results for one molecule with the formula C2H6N2S2.

CARTESIAN COORDINATES (ANGSTROEM)
H  -0.650  -2.626  -1.253
N  -0.830  -2.104  -0.441
N  -0.213  -1.018  -0.519
C  -0.219  -0.197  0.663
C  -0.942  1.153  0.360
S  1.642  -0.008  0.901
S  2.333  0.169  -1.082
H  -0.659  -0.845  1.598
H  -1.293  0.959  -0.665
H  -0.306  2.051  0.310
H  -1.884  1.170  0.969
H  3.020  1.296  -0.841

Properties
HOMO-LUMO gap   9.0353 eV
Structure (SMILES)   [H]/N=N/[C@H](C)SS
M   122.2 g/mol
LUMO level   0.363 eV
Charge   0
E_HOMO   -8.672 eV

***

B | DFT (ωB97M-V with the def2-TZVPD basis set) results for one molecule with the formula C2H6N2S2.

CARTESIAN COORDINATES (ANGSTROEM)
C  0.405  1.722  -0.303
C  -0.248  0.394  -0.083
N  -1.449  0.229  -0.447
S  -2.323  -1.190  -0.157
N  0.542  -0.606  0.551
S  1.141  -1.879  -0.441
H  1.252  1.636  -0.981
H  -0.301  2.427  -0.710
H  0.802  2.137  0.637
H  -1.535  -1.769  0.751
H  1.307  -0.206  1.084
H  0.407  -2.896  0.098

Properties
HOMO-LUMO gap   9.2118 eV
Structure (SMILES)   C/C(=N/S)NS
M   122.2 g/mol
LUMO level   0.636 eV
Charge   0
E_HOMO   -8.575 eV

***

C | DFT (ωB97M-V with the def2-TZVPD basis set) results for one molecule with the formula C2H6N2S2.

CARTESIAN COORDINATES (ANGSTROEM)
C  1.994  -0.956  0.044
C  0.768  -0.172  0.386
N  -0.921  1.149  -0.492
N  0.330  0.651  -0.462
S  -2.259  0.641  0.627
S  -2.922  -1.035  -0.152
H  2.542  -0.249  -0.529
H  1.791  -1.810  -0.461
H  2.492  -1.162  0.887
H  0.135  -0.491  1.275
H  -0.910  1.903  -1.132
H  -3.040  1.531  0.008

Properties
HOMO-LUMO gap   8.8910 eV
M   122.2 g/mol
LUMO level   0.222 eV
Charge   0
E_HOMO   -8.669 eV

***

B comes first in stability; the runner-up is 0.0417 hartree higher.

***

A | DFT (ωB97M-V with the def2-TZVPD basis set) results for one molecule with the formula C2H6N2S2.

CARTESIAN COORDINATES (ANGSTROEM)
C  -0.839  2.078  0.171
N  0.286  1.361  -0.362
C  0.658  0.144  0.027
S  2.173  -0.564  -0.044
N  -0.367  -0.597  0.636
S  -1.847  -0.960  -0.151
H  -1.706  2.236  -0.463
H  -0.446  3.024  0.522
H  -1.103  1.596  1.113
H  1.034  1.760  -0.862
H  -0.003  -1.450  1.033
H  -1.336  -1.459  -1.323

Properties
HOMO-LUMO gap   9.0285 eV
Structure (SMILES)   CNC(=S)NS
M   122.2 g/mol
LUMO level   0.569 eV
Charge   0
E_HOMO   -8.460 eV

***

B | DFT (ωB97M-V with the def2-TZVPD basis set) results for C2H6N2S2 as an isolated structure.

CARTESIAN COORDINATES (ANGSTROEM)
C  2.216  0.311  0.000
C  -0.592  -0.507  -0.253
H  2.526  1.633  0.064
H  2.905  -0.295  1.173
H  2.221  -0.601  -1.174
H  -0.527  -1.845  -1.573
H  -2.848  -0.820  -0.355
H  -2.021  2.120  1.071
N  0.016  -1.281  -0.899
N  -1.955  -0.244  -0.019
S  0.465  0.939  0.364
S  -2.406  0.590  1.602

Properties
HOMO-LUMO gap   8.6079 eV
M   122.2 g/mol
LUMO level   0.096 eV
Charge   0
E_HOMO   -8.512 eV

***

A comes first in stability; the runner-up is 0.2374 hartree higher.

***

A | DFT (ωB97M-V with the def2-TZVPD basis set) results for a 2-piece molecular cluster, C2H6N2S2 overall.

CARTESIAN COORDINATES (ANGSTROEM)
C  1.633  0.996  0.548
C  2.368  -0.050  0.891
N  -1.976  -1.063  0.015
N  -1.936  -1.298  -1.281
S  -2.811  1.619  -0.816
S  -2.364  0.364  0.646
H  2.063  1.998  0.851
H  0.734  0.910  -0.040
H  2.025  -1.021  1.103
H  3.334  0.043  1.414
H  -1.308  -2.047  -1.611
H  -1.762  -0.450  -1.719

Properties
HOMO-LUMO gap (spin up / spin down)   7.7533 / 7.7509 eV
M   122.2 g/mol
LUMO level (spin up / spin down)   -0.915 / -0.917 eV
Charge   0
E_HOMO (spin up / spin down)   -8.668 / -8.668 eV

***

B | DFT (ωB97M-V with the def2-TZVPD basis set) results for one molecule with the formula C2H6N2S2.

CARTESIAN COORDINATES (ANGSTROEM)
C  1.093  0.221  -1.988
S  -0.022  1.357  -1.050
N  0.014  0.674  0.504
C  -0.687  -0.440  0.855
N  -0.796  -0.574  2.230
S  -1.175  -1.595  -0.283
H  2.107  0.109  -1.592
H  0.584  -0.780  -1.941
H  1.060  0.532  -3.033
H  0.205  1.362  1.218
H  -0.851  0.335  2.582
H  -1.533  -1.201  2.497

Properties
HOMO-LUMO gap   8.8456 eV
Structure (SMILES)   CSNC(N)=S
M   122.2 g/mol
LUMO level   0.449 eV
Charge   0
E_HOMO   -8.397 eV

***

B comes first in stability; the runner-up is 0.0985 hartree higher.